Record 1
Density functional theory data (ωB97M-V/def2-TZVPD) for C4H11NO2 as an isolated structure at a distorted geometry.

Calculated values
- E_tot: -364.1439 Eh
- 2S+1: 1
- LUMO: 0.0273 Eh
- Energy above the lowest of the compared OMol25 structures with the same formula, charge and spin: 3.382 eV
- Orbital gap: 10.1 eV
- HOMO energy: -9.37 eV

```
18
Properties=species:S:1:pos:R:3:forces:R:3:mulliken_charge:R:1
C 0.49016 -1.03567 -1.29795 2.3 0.3 2.3 -0.503
C 1.72417 -0.24085 -0.01883 0.2 -1.9 -2.1 -1.468
C -0.80863 -0.41823 -1.53859 -1.1 1.8 0.9 -0.670
H 1.20711 -0.96842 -2.10980 -0.1 -0.2 0.0 0.377
H 0.42763 -2.02365 -0.85260 0.2 0.0 -0.2 0.288
H -1.62288 -1.00406 -1.11167 0.0 -0.1 -0.3 0.250
H 2.22722 0.54106 -0.58479 0.1 0.2 0.3 0.344
H 1.76829 -0.11262 1.06808 -0.8 0.3 -0.1 0.400
H 2.38042 -1.10697 -0.07513 0.1 -0.1 -0.3 0.493
H -0.85077 0.53974 -0.91665 -0.3 -1.1 -1.4 0.393
H -0.98851 -0.18487 -2.58628 0.0 -0.1 0.0 0.321
C -1.18534 0.98837 1.68100 1.0 -0.7 1.2 0.492
N -0.40621 1.40057 0.67073 2.4 -1.3 -1.1 -0.433
O -1.23519 -0.39419 1.70689 -0.2 0.3 -0.2 -0.435
O -1.67197 1.64813 2.57729 -0.5 0.0 -0.5 -0.621
H -1.74709 -0.63411 2.49167 0.0 0.2 -0.1 0.309
H 0.54741 0.60803 0.24865 -3.4 2.4 1.5 0.338
H -0.25585 2.39775 0.64799 0.1 -0.1 0.1 0.126
```
Positions in Å, forces in eV/Å.

---

Record 2
Density functional theory data (ωB97M-V/def2-TZVPD) for C5H11N in the gas phase at a distorted geometry.

Calculated values
- E_tot: -251.7696 Eh
- 2S+1: 1
- LUMO: 0.0415 Eh
- Energy above the lowest of the compared OMol25 structures with the same formula, charge and spin: 2.529 eV
- Orbital gap: 10.2 eV
- HOMO energy: -9.05 eV

```
17
Properties=species:S:1:pos:R:3:forces:R:3:mulliken_charge:R:1
C -1.43239 -1.24355 -0.02636 0.0 0.4 -0.1 -1.237
C -0.53341 -0.14488 0.57924 -0.3 1.0 -0.5 0.328
C -0.78217 1.39801 -0.19683 -0.7 -0.9 0.2 -1.306
N 0.82845 -0.62683 0.66995 -0.1 0.0 0.2 -0.360
C 1.60894 -0.64437 -0.55277 0.0 0.0 -0.2 -0.213
C 1.76480 0.44330 0.44750 0.2 0.3 0.0 -0.371
H -0.96046 -1.69469 -0.90900 -0.1 0.2 0.1 0.318
H -1.67245 -2.07598 0.65592 0.3 0.5 0.0 0.323
H -2.37833 -0.79376 -0.32557 -0.1 -0.1 -0.1 0.373
H -0.84030 0.01926 1.62250 0.0 0.2 -0.4 0.281
H -1.32394 1.18357 -1.11358 -0.4 -0.1 0.0 0.349
H -0.09650 2.22737 -0.53812 0.1 -1.4 0.6 0.424
H -1.41657 1.94663 0.50297 -0.3 -0.3 -0.2 0.320
H 1.11862 -0.39149 -1.49293 0.0 0.0 0.1 0.218
H 2.32106 -1.46580 -0.61213 -0.1 0.3 0.0 0.238
H 2.62419 0.54157 1.10364 -0.1 -0.1 -0.1 0.259
H 1.17046 1.32163 0.18558 1.5 0.0 0.3 0.057
```
Positions in Å, forces in eV/Å.

---

Record 3
Density functional theory data (ωB97M-V/def2-TZVPD) for a 3-piece molecular cluster, C6H18O3 overall at a distorted geometry.

Calculated values
- E_tot: -465.0651 Eh
- 2S+1: 1
- LUMO: 0.0279 Eh
- Energy above the lowest of the compared OMol25 structures with the same formula, charge and spin: 1.220 eV
- Orbital gap: 11.0 eV
- HOMO energy: -10.22 eV

```
27
Properties=species:S:1:pos:R:3:forces:R:3:mulliken_charge:R:1
C 0.44891 -0.44196 0.99906 0.8 -0.4 -0.3 -0.977
C 0.25346 0.96629 0.47877 -0.4 -0.2 0.3 -0.127
O -0.61801 0.89529 -0.66411 0.6 0.7 0.4 -0.529
H 0.98708 -0.98119 0.21497 0.1 -0.1 0.1 0.311
H -0.43197 -1.04829 1.20419 -0.4 0.6 -0.1 0.122
H 1.05184 -0.48735 1.90809 0.1 0.2 -0.1 0.366
H 1.19910 1.42433 0.17041 0.2 -0.3 0.1 0.277
H -0.13524 1.64387 1.24897 -0.3 -0.1 -0.1 0.258
H -0.41186 1.72410 -1.11206 -0.5 -0.2 -0.4 0.288
C 1.11841 2.24878 -4.06920 0.3 -0.8 -0.1 -0.807
C 2.52388 2.66925 -4.43410 0.3 0.3 0.5 -0.307
O 2.82101 3.86843 -3.68640 0.1 -0.3 -0.7 -0.502
H 0.36758 3.00297 -4.30338 0.0 0.1 0.0 0.350
H 1.14848 2.05951 -2.99627 -0.3 0.1 0.1 0.120
H 0.84188 1.30733 -4.55264 -0.1 0.1 0.0 0.321
H 2.73257 2.75710 -5.50497 -0.4 0.4 0.0 0.267
H 3.25304 1.92612 -4.10605 -0.1 0.0 0.3 0.265
H 2.16188 4.51310 -3.96385 0.1 0.1 0.1 0.297
C -3.10087 -2.99113 3.75222 0.4 0.0 0.4 -0.948
C -1.58586 -2.78097 3.59433 -0.5 -1.3 -0.3 -0.089
O -0.86143 -3.86977 4.18037 0.1 0.2 0.3 -0.540
H -3.32539 -2.71312 4.78284 -0.5 0.2 -0.2 0.262
H -3.40584 -4.03474 3.65996 0.3 -0.1 -0.2 0.283
H -3.67809 -2.43898 3.01115 0.0 0.3 0.3 0.306
H -1.27934 -1.89155 4.13988 0.1 0.2 -0.4 0.261
H -1.31415 -2.77684 2.53577 0.0 0.6 0.0 0.164
H -0.76107 -4.55056 3.51207 0.0 -0.1 0.0 0.307
```
Positions in Å, forces in eV/Å.

---

Record 4
Density functional theory data (ωB97M-V/def2-TZVPD) for C5H8O in the gas phase.

Calculated values
- E_tot: -270.4890 Eh
- 2S+1: 1
- LUMO: 0.0392 Eh
- Energy above the lowest of the compared OMol25 structures with the same formula, charge and spin: 1.875 eV
- Orbital gap: 11.0 eV
- HOMO energy: -9.89 eV

```
14
Properties=species:S:1:pos:R:3:forces:R:3:mulliken_charge:R:1
O -0.73408 -1.72465 -0.94885 0.0 0.1 -0.1 -0.553
C -0.50304 -1.00928 0.24127 0.0 0.1 0.3 -0.037
C 0.96570 -0.62493 0.61602 0.2 -0.1 0.0 -0.715
C 0.56603 0.85130 0.57886 0.2 0.1 0.2 -0.007
C 0.03932 1.17218 -0.78046 0.0 0.0 -0.1 -0.708
C -0.85462 0.47018 0.20927 -0.3 0.1 0.1 -0.422
H -0.80940 -1.05702 -1.64275 0.0 -0.3 0.0 0.351
H -0.99394 -1.56069 1.04856 0.1 0.1 -0.1 0.359
H 1.71950 -0.94093 -0.11206 0.0 0.1 0.1 0.270
H 1.25057 -0.97197 1.61359 -0.1 0.0 -0.2 0.275
H 0.90543 1.62338 1.26331 -0.1 -0.2 -0.1 0.365
H 0.46374 0.63386 -1.62724 -0.1 0.1 0.0 0.200
H -0.23568 2.20254 -0.99190 0.1 -0.2 0.1 0.276
H -1.78372 0.92194 0.53462 0.0 -0.1 0.0 0.345
```
Positions in Å, forces in eV/Å.

---

Record 5
Density functional theory data (ωB97M-V/def2-TZVPD) for C3H12N6O3Tl as an isolated structure at a distorted geometry.

Calculated values
- E_tot: -846.9999 Eh
- 2S+1: 1
- LUMO: -0.6481 Eh
- Energy above the lowest of the compared OMol25 structures with the same formula, charge and spin: 3.706 eV
- Orbital gap: 2.4 eV
- HOMO energy: -20.02 eV
- Charge: +3

```
25
Properties=species:S:1:pos:R:3:forces:R:3:mulliken_charge:R:1
Tl 2.33733 1.02158 -1.67394 0.1 -0.1 -0.2 0.980
C -0.24671 -0.67989 1.11336 1.5 1.6 -0.2 0.590
O 0.36578 -0.22228 0.18819 0.8 1.4 -1.2 -0.487
N -0.73918 -1.86814 1.07468 -2.0 -4.9 -1.0 -0.223
N -0.50644 -0.12021 2.29786 -0.7 1.4 1.4 -0.216
H -0.71277 -2.36637 0.19652 0.3 -0.1 -0.1 0.184
H -1.32175 -2.31461 1.76848 0.0 0.1 0.3 0.254
H -0.62488 0.88146 2.35006 -0.1 -0.1 0.3 0.268
H -0.96414 -0.72482 2.96501 0.0 0.6 0.7 0.235
C 0.71554 3.14694 1.32493 0.1 -1.1 -1.5 0.735
O 1.32068 2.66606 0.41934 1.9 -1.8 -3.4 -0.353
N -0.01356 4.16083 1.27584 -4.1 4.7 -1.8 -0.305
N 0.81422 2.66355 2.51717 1.1 -1.8 3.7 -0.435
H -0.40145 4.61354 2.09112 -0.1 0.2 0.1 0.219
H -0.40855 4.41900 0.38285 0.2 0.6 -0.2 0.283
H 0.96328 3.52533 3.02236 0.5 -0.7 2.3 0.291
H 1.44703 1.87735 2.55636 0.5 0.1 0.9 0.305
C -0.02629 -2.10512 -2.84460 1.8 0.1 -0.7 0.721
O 0.59159 -1.07877 -2.63396 0.8 1.9 0.1 -0.417
N -1.21679 -2.39381 -2.45077 -3.1 -0.5 1.8 -0.353
N 0.49029 -3.06315 -3.59282 1.8 -2.2 -0.9 -0.277
H -1.50611 -3.34725 -2.61613 -0.9 0.3 0.0 0.214
H -1.80822 -1.68724 -2.03716 -0.3 -0.2 -0.1 0.288
H -0.00876 -3.91119 -3.82054 -0.3 0.1 -0.4 0.222
H 1.45984 -3.09279 -3.87422 0.2 0.5 0.0 0.277
```
Positions in Å, forces in eV/Å.

---

Record 6
Density functional theory data (ωB97M-V/def2-TZVPD) for C20H18CrF2N6O2 as an isolated structure.

Calculated values
- E_tot: -2496.0173 Eh
- 2S+1: 2
- LUMO (alpha / beta): -0.1314 / -0.1215 Eh
- Orbital gap (alpha / beta): 8.0 / 8.2 eV
- HOMO energy (alpha / beta): -11.61 / -11.54 eV
- Charge: +1

```
49
Properties=species:S:1:pos:R:3:forces:R:3:mulliken_charge:R:1
Cr -0.40894 0.19531 -1.10469 0.1 0.1 0.0 -0.157
F -1.87757 2.06037 3.68667 0.0 0.0 0.0 -0.357
C -0.89408 1.86005 2.80010 0.0 0.0 0.1 0.148
C -1.20736 1.36613 1.54649 0.0 0.0 0.0 -0.355
C -0.18761 1.14047 0.63016 -0.1 0.0 0.1 0.646
C 1.14538 1.44034 0.97486 0.0 0.0 -0.1 -0.056
C 1.40128 1.91773 2.25262 0.0 0.0 0.0 0.598
F 2.66108 2.19028 2.63610 0.0 0.0 0.0 -0.334
C 0.40252 2.13359 3.18209 0.0 0.0 0.0 -0.875
C 2.13940 1.28521 -0.10835 -0.1 0.0 0.0 0.437
C 3.48171 1.64238 -0.06691 0.0 0.0 0.0 -1.000
C 4.24198 1.53065 -1.22004 0.0 0.0 0.0 -0.437
C 3.65325 1.08282 -2.39121 0.0 0.0 0.0 -1.100
C 2.31856 0.73120 -2.35519 0.0 0.0 0.0 -0.072
N 1.59064 0.80624 -1.24128 0.0 0.0 0.0 0.695
H -2.24906 1.16846 1.32438 0.0 0.0 0.0 0.550
H 0.63350 2.51583 4.16646 0.0 0.0 0.0 0.534
H 3.91440 2.02237 0.84346 0.0 0.0 0.0 0.555
H 5.28602 1.81450 -1.20551 0.0 0.0 0.0 0.446
H 4.20625 1.01506 -3.31678 0.0 0.0 0.0 0.435
H 1.79260 0.40598 -3.24416 0.0 0.0 0.0 0.584
N -2.41849 -0.43915 -1.03150 0.0 0.0 0.0 -0.135
C -3.41527 0.37581 -1.78216 0.0 0.0 0.0 -0.681
C -2.86482 1.74683 -2.15991 0.0 0.0 0.0 -0.435
C -1.74613 1.61361 -3.17436 0.0 -0.1 0.0 0.513
O -1.82293 2.01161 -4.29989 0.0 0.0 0.0 -0.580
O -0.64602 0.98076 -2.71957 0.0 0.0 0.0 -0.524
H -2.47548 -1.40740 -1.33305 0.0 0.0 0.0 0.295
H -2.64050 -0.50113 -0.03960 -0.1 0.0 0.0 0.156
H -4.32867 0.48352 -1.19907 0.0 0.0 0.0 0.380
H -3.67725 -0.16711 -2.68981 0.0 0.0 0.0 0.390
H -2.49656 2.27029 -1.27175 0.0 0.0 0.0 0.179
H -3.65229 2.35200 -2.60359 0.0 0.0 0.0 0.415
N 0.03560 -2.15481 2.75210 0.0 0.0 0.0 0.021
C -0.95883 -1.84855 3.64340 0.0 0.0 0.0 -0.430
C -2.08470 -1.68449 2.89277 0.0 0.0 0.0 -0.409
N -1.80215 -1.87757 1.56358 -0.1 0.0 0.0 -0.279
C -0.52363 -2.15808 1.51328 0.0 0.0 0.0 0.092
C 0.21808 -2.46474 0.29026 -0.1 0.1 -0.1 -0.305
N 0.29339 -1.70596 -0.79309 0.2 -0.1 -0.1 0.500
C 1.07985 -2.38897 -1.70545 -0.1 0.1 0.1 -0.597
C 1.46642 -3.56839 -1.16250 0.1 -0.1 0.0 -0.683
N 0.92463 -3.59490 0.09738 0.0 -0.1 0.1 -0.046
H 1.01415 -2.25433 2.96641 0.0 0.0 0.0 0.230
H -0.78048 -1.78044 4.70202 0.0 0.0 0.0 0.446
H -3.07786 -1.44358 3.23227 0.0 0.0 0.0 0.456
H 1.30685 -1.98251 -2.67439 0.0 0.0 0.0 0.467
H 2.06928 -4.37112 -1.54744 0.0 0.0 0.0 0.446
H 0.95986 -4.36618 0.74439 0.0 0.0 0.0 0.233
```
Positions in Å, forces in eV/Å.

---

What is the E_tot in the third record? -465.0651 Eh

---

The lowest E_tot belongs to which entry? C20H18CrF2N6O2

---

Look up the E_tot of the first one. -364.1439 Eh

---

Number 1 is which compound? C4H11NO2